Record 1
C18H28BBiN4O4P2SSe3Te | the ωB97M-V functional and the def2-TZVPD basis

Each line ends with the Löwdin charge.
Geometry (Å):
1 Bi -1.525 -0.088 0.501  1.140
2 Se -1.922 -2.866 0.500  -0.043
3 Se -4.153 -3.152 -0.189  -0.228
4 Te -5.323 -1.062 0.528  0.326
5 Se -3.853 0.570 -0.675  -0.185
6 C 1.461 -4.234 0.436  -0.076
7 N 1.821 -3.144 1.292  -0.125
8 C 1.547 -3.082 2.640  -0.051
9 C 1.841 -1.841 3.067  -0.059
10 N 2.286 -1.113 1.974  -0.004
11 C 2.263 -1.929 0.873  -0.767
12 S 2.896 -1.602 -0.621  0.569
13 C 2.296 0.284 1.989  -0.292
14 C 2.809 0.946 3.107  0.003
15 C 2.704 2.322 3.154  -0.060
16 C 2.105 2.987 2.095  -0.064
17 C 1.660 2.228 1.025  -0.162
18 N 1.763 0.914 0.955  0.130
19 H 1.887 -5.168 0.814  0.086
20 H 1.841 -4.022 -0.564  0.044
21 H 0.370 -4.327 0.387  0.007
22 H 1.121 -3.913 3.162  0.121
23 H 1.656 -1.375 4.014  0.108
24 H 3.265 0.392 3.914  0.110
25 H 3.071 2.875 4.010  0.103
26 H 1.971 4.058 2.103  0.095
27 H 1.177 2.700 0.183  0.074
28 C 2.127 1.975 -2.452  -0.296
29 P 0.589 0.945 -2.251  0.755
30 C -0.660 2.296 -2.118  -0.310
31 C 0.411 0.602 -4.073  -0.453
32 C -0.938 -0.051 -4.295  -0.442
33 P -1.344 -0.962 -2.735  0.684
34 C -0.125 -2.328 -2.840  -0.310
35 C -2.834 -1.852 -3.348  -0.321
36 H 2.030 2.679 -3.281  0.024
37 H 2.948 1.285 -2.647  0.024
38 H 2.352 2.517 -1.540  0.004
39 H -0.533 3.020 -2.927  0.039
40 H -0.567 2.800 -1.157  0.011
41 H -1.661 1.863 -2.169  -0.023
42 H 1.220 -0.087 -4.338  0.074
43 H 0.534 1.512 -4.672  0.066
44 H -0.943 -0.725 -5.161  0.069
45 H -1.718 0.702 -4.446  0.075
46 H -0.083 -2.735 -3.854  0.036
47 H -0.444 -3.105 -2.144  -0.006
48 H 0.854 -1.960 -2.535  -0.034
49 H -2.675 -2.256 -4.351  0.028
50 H -3.664 -1.145 -3.347  0.010
51 H -3.070 -2.663 -2.657  -0.043
52 O -0.483 -0.708 4.632  0.033
53 C -0.988 -0.580 3.525  -0.578
54 O -0.335 -0.521 2.429  -0.264
55 C -2.525 -0.508 3.370  -0.576
56 O -3.266 -0.620 4.324  0.063
57 O -2.951 -0.366 2.152  -0.456
58 B -1.357 4.398 2.621  -0.439
59 C -1.437 3.009 1.953  -0.190
60 N -1.494 2.013 1.362  -0.037
61 H -0.274 4.502 3.146  -0.013
62 H -2.246 4.496 3.426  -0.003
63 H -1.484 5.200 1.723  -0.002

net charge: -2
HOMO-LUMO gap: 5.9 eV
HOMO: -0.0634 Eh

---

Record 2
C18H28BBr8NO6S | the ωB97M-V functional and the def2-TZVPD basis

Each line ends with the Löwdin charge.
Geometry (Å):
1 N 0.272 -0.251 -5.187  0.138
2 B 0.906 1.114 -5.240  -0.415
3 O 2.128 1.198 -6.032  0.074
4 C 0.312 2.463 -4.538  -0.199
5 O -0.982 2.817 -5.112  -0.165
6 S -1.836 3.319 -3.730  0.796
7 O -2.720 2.150 -3.421  -0.274
8 O -2.596 4.532 -4.157  -0.275
9 O -0.592 3.705 -2.675  -0.197
10 C 0.437 2.676 -2.955  -0.219
11 C 0.024 1.499 -1.942  -0.072
12 C 1.267 1.349 -0.902  -0.396
13 O 1.153 1.568 0.331  0.003
14 C 2.665 0.928 -1.609  -0.092
15 C 3.807 1.961 -1.845  -0.021
16 C 5.094 1.489 -2.574  -0.063
17 C 5.166 0.016 -3.024  -0.075
18 C 4.061 -1.040 -2.799  -0.040
19 C 2.768 -0.590 -2.073  -0.090
20 H -0.350 -0.351 -4.372  0.056
21 H -0.377 -0.259 -6.004  0.096
22 H 2.808 1.721 -5.556  0.096
23 H 1.025 3.287 -4.939  0.162
24 H 1.410 3.206 -2.695  0.161
25 H -0.102 0.473 -2.419  0.076
26 H -0.957 1.708 -1.371  0.143
27 H 3.608 3.027 -1.489  0.103
28 H 5.915 2.260 -2.776  0.095
29 H 6.111 -0.320 -3.563  0.088
30 H 4.115 -2.129 -3.129  0.100
31 H 1.904 -1.343 -1.904  -0.090
32 Br 1.145 5.620 1.477  0.592
33 C -0.217 4.323 1.989  -0.702
34 C -0.812 4.656 3.335  -0.697
35 Br 0.396 4.162 4.784  0.596
36 H 0.252 3.340 1.954  0.029
37 H -0.977 4.386 1.208  0.058
38 H -1.717 4.073 3.509  0.056
39 H -1.037 5.715 3.457  0.050
40 Br 0.519 -1.394 -0.597  0.950
41 C -1.183 -1.808 0.262  -0.601
42 C -1.442 -3.293 0.276  -0.712
43 Br -2.017 -3.927 -1.476  0.611
44 H -1.952 -1.240 -0.264  0.062
45 H -1.088 -1.424 1.280  0.065
46 H -2.266 -3.531 0.949  -0.027
47 H -0.568 -3.881 0.556  0.056
48 Br -2.859 -3.788 3.657  0.634
49 C -4.271 -2.470 3.918  -0.670
50 C -5.590 -2.971 3.384  -0.690
51 Br -5.653 -2.857 1.439  0.613
52 H -3.937 -1.547 3.444  0.052
53 H -4.324 -2.321 4.997  0.060
54 H -6.409 -2.341 3.733  0.058
55 H -5.796 -4.008 3.649  0.054
56 Br -1.162 -3.861 7.237  0.585
57 C 0.685 -4.358 6.862  -0.691
58 C 0.943 -4.429 5.377  -0.693
59 Br 0.205 -6.061 4.608  0.588
60 H 0.872 -5.300 7.378  0.052
61 H 1.289 -3.573 7.320  0.058
62 H 2.014 -4.478 5.175  0.058
63 H 0.512 -3.594 4.825  0.044

HOMO-LUMO gap: 9.3 eV
HOMO: -0.3477 Eh

---

Record 3
C18H28BClN2O9S3 | the ωB97M-V functional and the def2-TZVPD basis

Each line ends with the Löwdin charge.
Geometry (Å):
1 C 3.500 -3.796 3.447  0.011
2 B 3.024 -2.376 3.953  -0.526
3 O 3.461 -1.938 5.174  0.127
4 C 2.018 -1.423 3.182  -0.069
5 C 0.646 -1.761 2.957  -0.138
6 C 0.176 -3.114 3.444  -0.094
7 C -1.310 -3.383 3.380  -0.172
8 O -1.902 -3.019 4.643  0.003
9 C -3.155 -2.557 4.593  -0.371
10 O -3.764 -2.313 5.576  0.105
11 C -0.170 -0.868 2.330  0.033
12 C 0.290 0.375 1.873  -0.199
13 N -0.600 1.225 1.268  0.154
14 C -0.100 2.352 0.862  -0.143
15 C 1.270 2.657 1.006  -0.706
16 Cl 1.800 4.178 0.361  0.682
17 N 2.140 1.889 1.566  0.112
18 C 1.636 0.708 2.038  -0.222
19 C 2.486 -0.219 2.707  -0.453
20 S 4.209 0.227 2.906  0.838
21 H 4.427 -3.740 2.878  0.071
22 H 2.759 -4.349 2.881  0.050
23 H 3.735 -4.398 4.326  0.068
24 H 4.360 -2.235 5.345  0.108
25 H 0.515 -3.267 4.466  0.136
26 H 0.668 -3.876 2.843  0.118
27 H -1.800 -2.898 2.543  0.086
28 H -1.468 -4.452 3.253  0.130
29 H -3.578 -2.434 3.589  0.143
30 H -1.213 -1.079 2.175  0.106
31 H -0.748 3.075 0.390  0.103
32 H 4.763 -0.371 1.839  -0.116
33 C 1.748 6.668 -3.998  -0.071
34 C 0.327 6.832 -3.497  -0.248
35 O -0.630 6.122 -4.312  -0.263
36 S -0.738 4.549 -4.119  0.558
37 C -2.249 4.319 -4.991  -0.121
38 O -0.934 4.273 -2.729  -0.286
39 O 0.319 3.910 -4.838  -0.273
40 H 2.096 5.643 -3.876  0.072
41 H 2.417 7.323 -3.440  0.082
42 H 1.812 6.914 -5.058  0.085
43 H 0.231 6.516 -2.457  0.111
44 H 0.028 7.877 -3.551  0.121
45 H -3.042 4.839 -4.461  0.075
46 H -2.445 3.250 -5.016  0.074
47 H -2.132 4.705 -6.000  0.076
48 C -0.346 -2.057 -3.790  -0.069
49 C -1.290 -1.429 -2.785  -0.243
50 O -2.249 -2.376 -2.260  -0.260
51 S -1.748 -3.397 -1.155  0.564
52 C -3.333 -3.946 -0.623  -0.118
53 O -1.113 -2.655 -0.107  -0.278
54 O -1.063 -4.482 -1.782  -0.266
55 H 0.318 -2.777 -3.314  0.072
56 H 0.266 -1.285 -4.257  0.083
57 H -0.904 -2.585 -4.563  0.085
58 H -0.748 -0.962 -1.962  0.113
59 H -1.887 -0.655 -3.263  0.121
60 H -3.866 -3.108 -0.181  0.075
61 H -3.172 -4.729 0.115  0.075
62 H -3.871 -4.344 -1.479  0.076

SMILES: CB(O)c1c(CCOC=O)cc2ncc(Cl)nc2c1S.CCOS(C)(=O)=O.CCOS(C)(=O)=O
HOMO-LUMO gap: 8.7 eV
HOMO: -0.3300 Eh

---

Record 4
C18H28BCoN11 | the ωB97M-V functional and the def2-TZVPD basis

Each line ends with the Löwdin charge.
Geometry (Å):
1 Co -0.280 0.286 -0.219  0.670
2 C 3.488 -1.277 -0.607  0.033
3 C 2.502 -0.375 -0.966  -0.076
4 N 1.393 -0.596 -0.237  -0.041
5 N 1.649 -1.638 0.581  0.051
6 C 2.903 -2.066 0.368  0.020
7 B 0.469 -2.122 1.451  -0.579
8 N 0.020 -0.925 2.309  0.042
9 C -0.184 -0.796 3.629  0.016
10 C -0.629 0.485 3.895  0.033
11 C -0.684 1.096 2.657  -0.068
12 N -0.282 0.247 1.695  -0.029
13 N -0.694 -2.432 0.465  0.072
14 C -1.436 -3.504 0.130  0.014
15 C -2.403 -3.137 -0.783  0.037
16 C -2.195 -1.784 -0.987  -0.058
17 N -1.162 -1.369 -0.240  -0.022
18 N 0.918 -3.272 2.388  0.078
19 C 0.496 -4.471 2.696  0.075
20 C 1.378 -5.004 3.703  0.184
21 C 2.331 -3.963 3.921  -0.020
22 N 2.070 -2.941 3.162  0.164
23 H 4.488 -1.352 -0.998  0.139
24 H 2.551 0.411 -1.705  0.117
25 H 3.322 -2.888 0.924  0.143
26 H 0.002 -1.609 4.312  0.145
27 H -0.871 0.913 4.853  0.140
28 H -0.966 2.117 2.456  0.121
29 H -1.256 -4.480 0.542  0.131
30 H -3.159 -3.763 -1.227  0.143
31 H -2.762 -1.107 -1.607  0.129
32 H -0.377 -4.945 2.280  0.145
33 H 1.307 -5.974 4.178  0.156
34 H 3.169 -3.953 4.603  0.158
35 N 1.333 3.934 -1.017  0.241
36 C 0.204 3.907 -2.059  -0.222
37 C 0.364 2.776 -3.090  -0.057
38 C -0.609 1.588 -3.062  -0.278
39 N -0.211 0.397 -2.220  0.064
40 C -2.019 2.010 -2.681  -0.082
41 C -2.045 2.739 -1.352  -0.285
42 N -1.697 1.790 -0.221  0.069
43 C -1.185 4.004 -1.415  -0.065
44 H 2.244 4.010 -1.483  0.186
45 H 1.374 3.132 -0.386  0.155
46 H 1.244 4.774 -0.433  0.187
47 H 0.395 4.847 -2.576  0.168
48 H 1.406 2.457 -3.195  0.134
49 H 0.149 3.252 -4.051  0.155
50 H -0.623 1.204 -4.084  0.169
51 H 0.694 0.049 -2.540  0.105
52 H -0.848 -0.340 -2.522  0.109
53 H -2.694 1.149 -2.669  0.132
54 H -2.414 2.672 -3.454  0.161
55 H -3.060 3.078 -1.142  0.169
56 H -2.536 1.217 -0.086  0.132
57 H -1.672 2.332 0.641  0.090
58 H -1.156 4.531 -0.456  0.141
59 H -1.755 4.678 -2.061  0.158

multiplicity: 2
net charge: +4
HOMO-LUMO gap (alpha / beta): 7.0 / 6.3 eV
HOMO (alpha / beta): -0.7707 / -0.7707 Eh
energy above the lowest of the compared OMol25 structures with the same formula, charge and spin: 26.1 kcal/mol